Computed, not measured: a structure of composition C8H26AgBrN7O5 at a distorted geometry, with the ωB97M-V functional and the def2-TZVPD basis.

Values from the calculation:
**Net charge**: -1

Geometry (Å):
1 Ag 0.527 -0.669 -0.334
2 C -2.768 -0.954 -1.339
3 O -1.580 -0.777 -2.052
4 H -3.463 -0.167 -1.631
5 H -3.252 -1.845 -1.738
6 H -2.631 -0.975 -0.258
7 Br 1.156 -3.481 -0.307
8 C 0.311 -0.821 3.437
9 C -0.833 -0.923 2.457
10 C -2.160 -1.084 3.135
11 O -3.340 -1.177 2.252
12 C -3.873 -2.415 1.926
13 N -0.836 0.167 1.493
14 H 0.234 0.173 3.878
15 H 1.335 -0.923 3.079
16 H 0.210 -1.570 4.223
17 H -0.681 -1.868 1.936
18 H -2.385 -0.365 3.924
19 H -2.097 -1.947 3.798
20 H -3.186 -3.006 1.319
21 H -4.802 -2.111 1.444
22 H -4.035 -3.034 2.808
23 H -1.754 0.175 1.073
24 H -0.986 0.966 2.092
25 C 3.564 -0.095 0.063
26 O 2.523 -0.176 0.639
27 N 4.212 1.001 -0.247
28 N 4.258 -1.141 -0.281
29 H 3.811 1.858 0.106
30 H 5.082 0.978 -0.759
31 H 3.864 -2.059 -0.126
32 H 5.227 -0.984 -0.518
33 C -1.639 3.102 -0.707
34 O -2.831 3.184 -0.562
35 N -0.833 4.082 -0.465
36 N -0.973 2.043 -1.196
37 H 0.153 3.910 -0.322
38 H -1.168 5.003 -0.224
39 H 0.032 2.139 -1.223
40 H -1.471 1.171 -1.302
41 C 2.002 0.739 -3.173
42 O 1.610 0.924 -2.082
43 N 1.886 1.476 -4.210
44 N 2.535 -0.408 -3.481
45 H 1.586 2.438 -4.147
46 H 2.112 1.130 -5.132
47 H 2.754 -0.531 -4.459
48 H 2.591 -1.155 -2.804

Here are the Mulliken charges for atoms 1 to 5, given in e: Ag 0.886; C -0.533; O -0.859; H 0.329; H 0.356

***

Computed, not measured: a cluster of 15 separate species, C8H26B2O29 in total, with the ωB97M-V functional and the def2-TZVPD basis.

Values from the calculation:
**Net charge**: -2

Geometry (Å):
1 O 0.337 6.097 27.010
2 C 1.037 5.153 26.787
3 O 1.930 4.618 27.610
4 B 2.556 3.436 26.986
5 O 2.024 3.433 25.604
6 C 1.068 4.330 25.477
7 O 0.410 4.531 24.494
8 O 2.258 2.203 27.720
9 C 3.377 1.566 28.043
10 O 3.459 0.527 28.627
11 C 4.554 2.431 27.509
12 O 4.033 3.515 26.976
13 O 5.711 2.152 27.636
14 O 4.471 3.134 24.189
15 C 4.910 4.028 23.541
16 O 5.776 3.929 22.522
17 B 6.152 5.257 22.071
18 O 5.322 6.209 22.837
19 C 4.598 5.539 23.727
20 O 3.858 6.014 24.543
21 O 7.601 5.568 22.285
22 C 8.193 5.775 21.136
23 O 9.359 5.976 20.932
24 C 7.133 5.606 20.023
25 O 5.966 5.400 20.620
26 O 7.275 5.680 18.838
27 O 1.295 7.679 23.674
28 H 2.176 7.503 24.027
29 H 1.040 6.852 23.254
30 O 5.340 1.268 20.705
31 H 5.169 1.738 19.879
32 H 4.635 1.538 21.302
33 O 5.546 3.339 18.378
34 H 5.461 4.097 18.974
35 H 4.643 3.120 18.126
36 O 4.135 9.089 24.263
37 H 4.370 8.153 24.272
38 H 4.274 9.378 25.170
39 O 5.901 0.575 24.969
40 H 5.958 0.779 24.032
41 H 6.780 0.757 25.315
42 O 11.294 4.766 22.666
43 H 10.581 5.273 22.246
44 H 11.722 5.391 23.257
45 O 6.485 6.178 16.030
46 H 6.536 5.702 16.871
47 H 6.124 7.036 16.270
48 O 7.408 8.607 23.092
49 H 6.972 7.788 22.827
50 H 7.709 8.432 23.988
51 O 8.225 1.957 22.828
52 H 7.895 1.105 22.525
53 H 7.550 2.582 22.538
54 O 11.409 6.225 18.818
55 H 11.349 5.393 18.341
56 H 10.842 6.091 19.591
57 O 8.285 2.627 17.662
58 H 7.473 3.033 18.001
59 H 8.460 1.905 18.273
60 O 1.994 1.200 23.632
61 H 1.218 1.742 23.803
62 H 2.706 1.695 24.057
63 O 4.846 6.465 27.642
64 H 4.277 6.015 27.006
65 H 5.447 6.990 27.109

Here are the Mulliken charges for atoms 1 to 5, given in e: O -0.620; C 0.487; O -0.556; B 1.091; O -0.038

***

Number 1: orbital gap 5.184 eV. Number 2: orbital gap 8.959 eV.